# 1
ORCA calculation (ωB97M-V/def2-TZVPD) on C9H10N2 in the gas phase in a non-equilibrium geometry.

Output
- DFT total energy: -458.22094 Eh
- Energy above the lowest of the compared OMol25 structures with the same formula, charge and spin: 654.99 kJ/mol
- Orbital gap (spin up / spin down): 7.26 / 7.26 eV
- Total charge: 0

Structure (XYZ):
```
21
Properties=species:S:1:pos:R:3:forces:R:3
C -1.422190 -0.811534 -2.342415 2.7 0.8 -0.5
C -0.025875 -0.702184 -2.826713 -0.3 0.5 -1.1
C -1.608250 -0.900820 0.099282 -0.8 -0.6 1.5
C 1.175572 -0.473083 -0.733258 -0.6 -0.8 -1.9
C 0.469632 -0.524165 -4.085035 -3.7 0.3 -0.1
C -1.890080 -0.373138 1.415898 3.0 3.5 -1.9
C 1.813396 0.908162 2.614768 -0.6 2.1 -2.5
C 1.576320 0.943024 1.296355 0.4 -5.1 1.8
C 1.446022 -0.340060 0.530138 1.4 -0.2 3.4
N -1.595606 -0.675525 -1.037720 -0.3 -0.7 -3.3
N 1.007242 -0.676219 -1.918941 1.6 0.1 2.2
H -2.092177 -0.672533 -3.156958 -1.4 -0.1 0.4
H 1.471550 -0.563852 -4.289328 2.4 0.0 0.0
H -0.137232 -0.255883 -4.969278 0.0 -0.5 0.7
H -2.474163 0.565817 1.256758 0.8 -0.2 0.5
H -2.490866 -1.011687 1.879860 -2.2 -2.8 2.5
H 1.757214 1.858117 3.084184 0.2 0.4 0.9
H 1.984228 0.029037 3.103528 0.6 -2.0 1.5
H 1.261368 1.796945 0.910499 -1.0 3.8 -2.2
H -0.862013 -0.253102 1.883440 -1.5 0.2 -0.1
H 1.704952 -1.242909 1.232322 -0.7 1.4 -1.9
```
Forces are in eV/Å.

# 2
ORCA calculation (ωB97M-V/def2-TZVPD) on a molecular structure, C9H10N2O2 in a non-equilibrium geometry.

Output
- DFT total energy: -608.80916 Eh
- Energy above the lowest of the compared OMol25 structures with the same formula, charge and spin: 403.15 kJ/mol
- Orbital gap: 9.35 eV
- Total charge: 0

Structure (XYZ):
```
23
Properties=species:S:1:pos:R:3:forces:R:3
C -1.150378 -1.866582 2.667578 2.4 0.0 -0.9
C -1.362865 -1.018071 1.559385 1.2 1.9 0.1
C 1.920127 -0.115425 -2.877832 -2.2 0.6 3.3
C 1.226030 -1.255665 -2.623876 0.7 -1.0 -1.6
C 0.183465 -1.733418 2.984532 -1.2 0.1 0.5
C -0.240292 -0.229407 1.452164 -1.1 -0.1 -0.3
C 0.871890 0.145404 -1.023476 -0.9 2.8 3.5
C -1.164140 2.735683 -0.481140 -0.1 2.3 -2.0
C -0.010979 0.939401 0.533424 0.2 -4.1 -4.2
N 1.653629 0.793173 -1.824523 0.1 -0.3 -0.4
N 0.600915 -1.091444 -1.430748 -0.2 0.9 0.0
O 0.679895 -0.680247 2.309776 1.8 0.5 -0.2
O -1.212426 1.396331 -0.002801 0.2 0.9 1.0
H -1.775709 -2.550181 3.112139 -1.4 -1.5 0.6
H -2.121292 -0.780211 0.874276 -1.5 -0.3 -0.2
H 2.512594 0.312291 -3.579076 1.5 0.2 -2.6
H 1.051385 -2.129130 -3.235078 0.3 0.0 0.2
H 0.870543 -2.299711 3.624517 -0.5 0.6 -0.2
H -2.262515 3.220007 -0.507818 2.5 -1.4 0.1
H -0.697672 2.778190 -1.573088 -1.2 -0.3 2.0
H -0.475454 3.475438 0.084282 -1.1 -1.5 -0.3
H 0.683158 1.678105 0.750759 1.2 1.3 0.9
H 0.220091 -1.724529 -0.793377 -0.9 -1.4 0.5
```
Forces are in eV/Å.